This record from the OMol25 dataset describes 2 unconnected molecules or ions with the total composition C24H27N6O3 in a non-equilibrium geometry. The level of theory is ωB97M-V/def2-TZVPD.

```
60
Properties=species:S:1:pos:R:3:mulliken_charge:R:1
O -0.912 0.006 -0.359 -0.63
O -4.441 -1.643 0.778 -0.60
O -1.541 -2.620 3.535 -0.70
C -0.171 0.224 -1.312 -0.22
C -4.776 -1.433 1.937 0.63
C -1.742 -1.998 2.495 0.14
C 1.807 1.143 -3.054 -0.99
C 0.585 0.499 4.130 -0.75
C 2.170 0.488 -1.886 -0.08
C -0.478 0.659 3.283 0.30
C 1.322 1.435 2.256 -0.46
C 6.251 0.130 -0.547 -0.42
C 5.983 0.493 -1.867 -0.80
C 5.196 -0.149 0.321 -0.83
C -2.319 1.773 -4.009 -0.85
C 4.663 0.592 -2.316 -0.50
C 3.876 -0.051 -0.127 -0.20
C -1.957 1.116 -2.832 -0.46
C -1.331 2.217 -4.893 -0.77
C 3.579 0.336 -1.452 1.05
C -0.600 0.906 -2.532 0.46
C 0.395 1.353 -3.422 0.43
C 0.020 2.007 -4.613 0.96
N 1.159 0.018 -1.045 0.13
N 1.702 0.995 3.476 -0.02
N 0.955 2.448 -5.540 -0.46
N -1.269 -2.391 1.310 0.09
N -3.937 -0.920 2.840 -0.18
N -0.002 1.218 2.111 0.13
C -6.180 -1.753 2.397 -1.28
C -0.558 -3.646 1.072 -1.02
C -1.917 0.296 3.570 -1.18
C -2.520 -0.675 2.543 0.84
H 2.565 1.559 -3.704 0.38
H 0.543 0.075 5.129 0.44
H 1.975 1.859 1.495 0.56
H 7.280 0.054 -0.205 0.39
H 6.805 0.694 -2.549 0.39
H 5.412 -0.452 1.341 0.38
H -3.368 1.933 -4.242 0.40
H 4.515 0.867 -3.354 0.35
H 3.090 -0.283 0.580 0.28
H -2.733 0.764 -2.156 0.55
H -1.623 2.726 -5.806 0.32
H 1.361 -0.785 -0.461 0.37
H 2.641 1.034 3.862 0.25
H 1.881 2.028 -5.509 0.16
H 0.606 2.744 -6.450 0.21
H -1.499 -1.811 0.511 0.13
H -4.268 -0.811 3.786 0.30
H -0.539 1.302 1.244 0.29
H -6.771 -2.062 1.535 0.34
H -6.148 -2.567 3.119 0.34
H -6.632 -0.871 2.847 0.36
H -1.248 -4.484 1.196 0.34
H 0.257 -3.762 1.789 0.33
H -0.157 -3.669 0.058 0.36
H -2.508 1.214 3.579 0.47
H -1.982 -0.151 4.565 0.46
H -2.467 -0.218 1.555 0.15
```

## Properties
lowest unoccupied orbital energy: -2.677 eV
HOMO level: -10.07 eV
net charge: +1
calculated total energy: -1484.8957 hartree
frontier orbital gap: 7.39 eV